Entry 1:
A molecular structure, C22H26ClLuOSiYb, computed with wB97M-V/def2-TZVPD.

Properties
lowest unoccupied orbital energy (alpha / beta): 2.29 / 1.99 eV
charge: -1
calculated total energy: -4073.0938 hartree
2S+1: 2
frontier orbital gap (alpha / beta): 5.25 / 4.60 eV

The geometry in XYZ format:
```
53
Properties=species:S:1:pos:R:3:mulliken_spin:R:1
Yb 0.072 -0.751 -5.721 0.8835
Cl -1.006 -1.735 -3.588 0.0061
C 1.894 -1.026 -7.286 -0.0061
C -1.807 -0.706 -7.098 -0.0086
H 1.657 -0.505 -8.231 -0.0005
H 2.684 -0.453 -6.756 0.0010
H 2.270 -2.036 -7.530 -0.0009
H -1.689 -0.211 -8.074 -0.0003
H -2.426 -0.030 -6.477 -0.0013
H -2.407 -1.613 -7.285 -0.0005
Lu 0.400 -0.432 -2.007 0.0276
C 2.482 -1.237 -2.055 0.0002
C 0.540 1.672 -2.604 0.1250
H 2.969 -0.865 -2.969 -0.0042
H 3.079 -0.950 -1.176 -0.0004
H 2.428 -2.333 -2.108 0.0009
H -0.303 2.288 -2.182 -0.0006
H 1.454 2.282 -2.460 -0.0033
O -0.362 -0.544 -0.141 -0.0059
Si -0.350 -0.134 1.437 -0.0143
C 1.283 -0.651 2.175 -0.0001
C 1.346 -1.531 3.262 0.0001
C 2.589 -1.910 3.786 0.0000
C 3.774 -1.446 3.218 0.0000
C 3.716 -0.584 2.118 0.0005
C 2.478 -0.177 1.604 -0.0026
C -0.513 1.722 1.576 0.0026
C -1.659 2.344 1.058 0.0009
C -1.805 3.732 1.133 -0.0008
C -0.796 4.514 1.709 0.0004
C 0.343 3.895 2.229 -0.0019
C 0.483 2.503 2.165 0.0000
C -1.784 -0.827 2.431 0.0004
C -2.724 -1.646 1.794 0.0001
C -3.847 -2.110 2.486 0.0000
C -4.051 -1.782 3.826 0.0000
C -3.120 -0.971 4.471 0.0000
C -1.999 -0.489 3.778 0.0000
H 0.436 -1.927 3.702 0.0000
H 2.632 -2.599 4.628 0.0000
H 4.742 -1.767 3.602 0.0000
H 4.632 -0.243 1.632 0.0000
H 2.450 0.500 0.744 0.0028
H -2.441 1.747 0.572 -0.0001
H -2.695 4.208 0.714 -0.0001
H -0.900 5.601 1.741 0.0001
H 1.137 4.498 2.667 0.0000
H 1.384 2.043 2.572 0.0003
H -2.604 -1.923 0.745 -0.0001
H -4.582 -2.734 1.984 0.0000
H -4.927 -2.140 4.371 0.0000
H -3.259 -0.702 5.517 0.0000
H -1.297 0.168 4.299 -0.0001
```

=====

Entry 2:
C22H26ClN3O4S in the gas phase, computed with wB97M-V/def2-TZVPD.

Properties
lowest unoccupied orbital energy: 0.32 eV
relative energy (zero: lowest compared OMol25 entry of this formula, charge and spin): 35.7 kcal/mol
charge: 0
calculated total energy: -2177.5453 hartree
structure (SMILES): O=C(c1ccc(S(=O)(=O)NC[C@@H]2CCCO2)cc1)N1CCN(c2cccc(Cl)c2)CC1
frontier orbital gap: 8.54 eV

The geometry in XYZ format:
```
57
Properties=species:S:1:pos:R:3:nbo_charge:R:1
O 3.709 -0.261 2.535 -0.6086
C 3.173 -0.745 1.556 0.6716
C 2.526 0.119 0.521 -0.1338
C 1.643 1.102 0.956 -0.1930
C 1.045 1.950 0.038 -0.1283
C 1.353 1.818 -1.301 -0.3505
S 0.574 2.878 -2.514 2.3084
O 1.538 3.269 -3.498 -0.9327
O -0.165 3.899 -1.824 -0.9447
N -0.433 1.754 -3.245 -0.8596
C -1.674 1.508 -2.544 -0.2547
C -2.745 2.560 -2.879 0.0692
C -4.093 2.247 -2.222 -0.4293
C -4.807 1.444 -3.309 -0.4330
C -4.280 2.116 -4.576 -0.0637
O -2.964 2.557 -4.287 -0.5451
C 2.255 0.871 -1.745 -0.1959
C 2.846 0.016 -0.832 -0.1462
N 3.174 -2.088 1.328 -0.4368
C 2.241 -2.779 0.466 -0.2369
C 1.295 -3.622 1.362 -0.2365
N 1.216 -3.058 2.688 -0.4439
C 0.408 -1.961 2.933 0.2818
C 0.265 -1.465 4.236 -0.2791
C -0.560 -0.394 4.505 -0.1678
C -1.295 0.217 3.502 -0.2879
C -1.180 -0.292 2.223 0.0058
Cl -2.081 0.432 0.932 -0.0085
C -0.350 -1.356 1.925 -0.3462
C 2.484 -3.199 3.383 -0.2239
C 3.651 -2.939 2.400 -0.2454
H 1.433 1.190 2.011 0.2392
H 0.356 2.722 0.343 0.2395
H -0.600 1.994 -4.213 0.4162
H -1.453 1.530 -1.477 0.2173
H -2.029 0.510 -2.821 0.2009
H -2.352 3.541 -2.594 0.2147
H -4.634 3.171 -2.019 0.2150
H -3.972 1.696 -1.293 0.2181
H -4.500 0.398 -3.275 0.2010
H -5.890 1.497 -3.236 0.2204
H -4.899 2.985 -4.839 0.1657
H -4.236 1.444 -5.437 0.1859
H 2.485 0.828 -2.797 0.2415
H 3.567 -0.718 -1.160 0.2153
H 1.681 -2.051 -0.120 0.2258
H 2.792 -3.431 -0.221 0.1997
H 1.687 -4.637 1.472 0.2035
H 0.300 -3.697 0.925 0.2207
H 0.790 -1.933 5.053 0.2155
H -0.642 -0.031 5.518 0.2198
H -1.940 1.055 3.709 0.2295
H -0.305 -1.688 0.902 0.2239
H 2.561 -4.207 3.805 0.1962
H 2.539 -2.472 4.190 0.2238
H 4.468 -2.427 2.907 0.2516
H 4.022 -3.866 1.958 0.1948
```

=====

Entry 3:
C22H26ClNO in the gas phase, computed with wB97M-V/def2-TZVPD.

Properties
lowest unoccupied orbital energy: 0.65 eV
relative energy (zero: lowest compared OMol25 entry of this formula, charge and spin): 5.4 kcal/mol
charge: 0
calculated total energy: -1444.0902 hartree
structure (SMILES): OCC1(Cc2ccccc2Cl)CCN(C/C=C/c2ccccc2)CC1
frontier orbital gap: 8.38 eV

The geometry in XYZ format:
```
51
Properties=species:S:1:pos:R:3:nbo_charge:R:1
O -3.444 -2.127 -0.323 -0.7348
C -2.951 -0.869 -0.732 -0.0618
C -1.436 -0.717 -0.501 -0.0483
C -0.999 0.645 -1.115 -0.4218
C -1.568 1.862 -0.447 -0.0585
C -2.829 2.339 -0.795 -0.1449
C -3.390 3.441 -0.179 -0.2330
C -2.687 4.114 0.805 -0.2054
C -1.414 3.691 1.142 -0.2261
C -0.863 2.584 0.516 -0.0250
Cl 0.767 2.160 0.937 0.0040
C -0.638 -1.808 -1.233 -0.4191
C -0.668 -3.165 -0.516 -0.2212
N -0.300 -3.122 0.880 -0.4425
C 1.117 -3.155 1.205 -0.2462
C 1.870 -1.858 1.095 -0.1779
C 2.579 -1.493 0.030 -0.2343
C 3.225 -0.197 -0.152 0.0220
C 3.437 0.281 -1.445 -0.2204
C 3.997 1.526 -1.659 -0.2085
C 4.373 2.312 -0.582 -0.2156
C 4.187 1.841 0.707 -0.2078
C 3.618 0.601 0.922 -0.2217
C -1.113 -2.162 1.590 -0.2243
C -1.088 -0.746 0.993 -0.4386
H -4.397 -2.141 -0.462 0.4741
H -3.466 -0.074 -0.175 0.1691
H -3.155 -0.728 -1.805 0.1532
H 0.090 0.697 -1.069 0.2358
H -1.291 0.650 -2.168 0.2147
H -3.375 1.836 -1.580 0.2024
H -4.373 3.779 -0.471 0.2141
H -3.116 4.973 1.297 0.2169
H -0.839 4.220 1.886 0.2259
H -1.031 -1.934 -2.244 0.2050
H 0.398 -1.477 -1.313 0.2081
H -0.005 -3.863 -1.034 0.1915
H -1.686 -3.562 -0.556 0.2165
H 1.575 -3.904 0.553 0.1992
H 1.189 -3.514 2.240 0.1967
H 1.774 -1.187 1.938 0.1934
H 2.655 -2.170 -0.814 0.1984
H 3.142 -0.327 -2.290 0.2068
H 4.142 1.885 -2.668 0.2125
H 4.811 3.285 -0.747 0.2128
H 4.486 2.447 1.551 0.2136
H 3.487 0.241 1.932 0.2112
H -0.782 -2.124 2.631 0.1921
H -2.139 -2.539 1.565 0.2151
H -1.785 -0.113 1.547 0.2113
H -0.088 -0.333 1.113 0.2210
```

=====

Entry 4:
A molecular structure, C22H26ClPdPmSi, computed with wB97M-V/def2-TZVPD.

Properties
lowest unoccupied orbital energy (alpha / beta): 0.13 / -1.80 eV
charge: 0
calculated total energy: -2339.6583 hartree
2S+1: 9
frontier orbital gap (alpha / beta): 5.66 / 7.26 eV

The geometry in XYZ format:
```
52
Properties=species:S:1:pos:R:3:mulliken_spin:R:1
Pm -0.539 2.974 0.404 4.5720
Cl -1.557 5.134 -0.372 -0.0040
C -2.142 1.015 -0.019 0.3175
H -2.478 0.621 0.946 -0.0357
H -2.538 0.388 -0.827 -0.0008
H -2.593 2.028 -0.183 -0.0160
Pd -0.096 0.191 -0.455 1.2518
C 1.193 1.891 -1.186 0.3052
C -0.443 -0.388 -2.454 0.5332
C 0.522 -1.604 0.575 0.6692
H -0.913 -1.378 -2.412 0.0056
H -1.115 0.362 -2.879 -0.0098
H 0.526 -0.418 -2.977 -0.0155
H 2.139 2.006 -0.659 -0.0054
H 1.376 1.318 -2.103 -0.0135
H 0.814 2.887 -1.546 0.0005
H -0.339 -2.284 0.590 0.0328
H 1.388 -1.965 0.008 0.0528
C 0.312 4.117 2.920 0.1966
C 1.305 3.662 2.010 0.0157
C 1.529 2.271 1.914 0.0701
C 0.544 1.339 2.362 0.1216
C -0.381 1.825 3.312 0.2012
C -0.421 3.177 3.668 -0.0620
Si 0.697 -0.554 2.079 -0.3427
C 2.473 -0.663 2.668 0.0326
C 3.473 -1.039 1.767 0.0029
C 4.791 -1.113 2.217 0.0074
C 5.097 -0.844 3.553 0.0023
C 4.101 -0.391 4.434 -0.0010
C 2.786 -0.272 3.977 -0.0073
C -0.383 -1.371 3.375 0.0401
C 0.157 -2.333 4.238 -0.0124
C -0.682 -3.074 5.084 -0.0014
C -2.065 -2.851 5.079 0.0013
C -2.607 -1.864 4.244 0.0076
C -1.767 -1.132 3.392 0.0117
H 0.206 5.186 3.124 0.0232
H 1.767 4.374 1.311 -0.0002
H 2.442 1.892 1.429 0.0078
H -1.039 1.125 3.835 0.0452
H -1.035 3.497 4.527 0.0043
H 3.198 -1.260 0.734 -0.0052
H 5.575 -1.381 1.507 0.0001
H 6.116 -0.962 3.919 0.0001
H 4.335 -0.127 5.467 0.0003
H 2.013 0.147 4.632 0.0056
H 1.233 -2.509 4.256 -0.0014
H -0.248 -3.828 5.747 0.0001
H -2.719 -3.434 5.732 0.0001
H -3.672 -1.637 4.268 0.0000
H -2.205 -0.374 2.732 -0.0039
```